C41H44GeN5O2S3Ti as an isolated structure. Source: OMol25; level of theory: ωB97M-V/def2-TZVPD.

Last column: Mulliken charge in e.
Element x y z (Å)
Ti -0.2366 0.5711 0.5098  -0.146
S 1.0210 5.0548 -3.4656  -0.084
C 1.2951 5.7549 -5.0160  -0.488
C 0.3957 5.2889 -5.9189  -0.520
C -0.5095 4.3417 -5.3666  -0.605
C -0.2877 4.0679 -4.0416  0.291
C -1.0280 3.1637 -3.1759  0.376
C -0.4491 2.5790 -2.0735  0.392
N -1.0495 1.6951 -1.2412  1.098
C -2.4007 1.4206 -1.5402  -0.813
C -3.0745 1.9954 -2.6735  0.879
C -4.4685 1.6404 -2.8472  -1.182
C -5.1036 0.8208 -1.9858  -1.139
C -4.4232 0.2396 -0.8490  0.454
C -5.0079 -0.5833 0.0575  -0.946
C -4.2196 -1.0961 1.1495  0.235
C -2.9049 -0.7384 1.2369  -0.264
N -2.2685 0.0961 0.3721  0.884
C -3.0340 0.5826 -0.6948  -0.184
C -4.7996 -2.0257 2.1129  0.568
C -5.8746 -2.8601 1.9503  -0.674
C -6.1535 -3.6568 3.0937  -0.508
C -5.2956 -3.4188 4.1209  -0.463
S -4.1381 -2.2200 3.7020  -0.060
C -2.3973 2.8399 -3.4911  -1.117
H 2.0918 6.4644 -5.1627  0.416
H 0.3800 5.6024 -6.9534  0.394
H -1.2820 3.8473 -5.9372  0.404
H 0.5878 2.8052 -1.8559  -0.638
H -4.9983 2.0641 -3.6933  0.397
H -6.1504 0.5785 -2.1327  0.410
H -6.0583 -0.8345 -0.0322  0.393
H -2.2941 -1.1087 2.0480  -0.102
H -6.4287 -2.9217 1.0247  0.368
H -6.9550 -4.3806 3.1442  0.403
H -5.2724 -3.8823 5.0930  0.414
H -2.8932 3.3026 -4.3359  0.398
N 3.6671 2.7421 -2.0997  -0.686
C 3.0693 2.6587 -0.7577  3.469
C 2.6691 3.9780 -0.1109  -1.000
C 1.8445 3.6961 1.1494  0.030
N 0.5616 3.0690 0.7925  -0.262
C 2.6261 2.7974 2.1124  -1.812
C 3.2232 1.5372 1.4725  0.197
N 2.1810 0.5366 1.2132  0.397
C 3.9626 1.8641 0.1765  -1.730
H 3.2051 3.4678 -2.6417  0.134
H 3.0106 1.2435 -2.9314  0.468
H 4.6495 2.9913 -2.0437  0.280
H 2.1623 2.0775 -0.8637  -2.163
H 2.0751 4.5755 -0.8083  -0.085
H 3.5560 4.5673 0.1535  0.532
H 1.6705 4.6540 1.6594  0.523
H -0.0076 3.6930 0.2295  0.204
H 0.0375 2.8451 1.6420  0.258
H 1.9762 2.5016 2.9401  0.604
H 3.4479 3.3855 2.5318  0.546
H 3.9522 1.1246 2.1833  0.345
H 1.7330 0.2890 2.0988  -0.196
H 2.6082 -0.3078 0.8447  -0.053
H 4.2709 0.9335 -0.3108  0.385
H 4.8716 2.4347 0.4077  0.505
Ge 0.2047 -2.6122 1.9222  0.684
C 1.9819 -2.3633 2.7325  -0.220
C 3.1448 -2.7555 2.0675  0.117
C 4.4028 -2.4740 2.5843  -0.820
C 4.5196 -1.7810 3.7812  -0.332
C 3.3746 -1.3797 4.4545  -0.679
C 2.1195 -1.6689 3.9337  0.072
C -0.0882 -4.5361 1.5594  -0.246
C -1.2717 -5.1192 2.0118  -0.331
C -1.5680 -6.4500 1.7463  -0.603
C -0.6766 -7.2284 1.0230  -0.354
C 0.5060 -6.6659 0.5619  -0.723
C 0.7905 -5.3333 0.8254  0.048
H -0.8297 -2.3206 3.0141  -0.384
H 3.0758 -3.2772 1.1188  0.221
H 5.2909 -2.7890 2.0493  0.368
H 5.4985 -1.5502 4.1832  0.388
H 3.4581 -0.8285 5.3831  0.389
H 1.2327 -1.3187 4.4484  0.336
H -1.9784 -4.5198 2.5769  0.288
H -2.4974 -6.8769 2.1033  0.397
H -0.9032 -8.2670 0.8140  0.351
H 1.2054 -7.2664 -0.0080  0.390
H 1.7146 -4.9126 0.4452  0.164
C 0.3611 -0.5740 -3.4468  -1.081
C 1.4231 0.1815 -2.7110  0.554
O 2.4041 0.6525 -3.4732  -0.661
O 1.3999 0.3604 -1.5098  -0.044
H 0.3815 -0.3481 -4.5092  0.339
H -0.6025 -0.3153 -3.0082  0.126
H 0.5230 -1.6429 -3.2970  0.314
C 0.1148 -1.5615 0.2942  -1.125
H 1.0789 -1.7030 -0.2102  0.768
H -0.6574 -1.9882 -0.3522  0.680
S -0.4715 0.7878 2.7204  -0.524

Output
net charge: -1
HOMO energy (alpha / beta): -0.0855 / -0.0859 hartree
maximum force: 1.00 eV/Å



A 2-piece molecular cluster, C5H12S2 overall in a non-equilibrium geometry. Source: OMol25; level of theory: ωB97M-V/def2-TZVPD.

Last column: natural (NBO) charge in e.
Element x y z (Å)
C -0.4210 -0.4727 -1.9639  -0.427
C 0.6591 -1.4234 -1.4383  -0.644
C -0.5716 0.9135 -1.3332  -0.586
S 0.9544 1.7358 -0.8084  0.003
S -1.2907 -1.3238 1.2338  -0.681
C -0.3564 0.0321 2.0278  -0.526
C 1.1612 0.1470 1.8522  -0.624
H -0.4690 -0.4247 -3.0546  0.176
H -1.3519 -0.9751 -1.6648  0.231
H 0.5553 -2.3336 -2.0395  0.188
H 1.6233 -0.9874 -1.7174  0.188
H 0.4881 -1.6465 -0.3713  0.271
H -1.0791 1.6632 -1.9531  0.222
H -1.2455 0.8519 -0.4683  0.268
H -0.5966 -0.0050 3.0765  0.183
H -0.7777 0.9215 1.5485  0.172
H 1.4561 1.1849 2.0525  0.186
H 1.7486 -0.5101 2.5009  0.188
H 1.4645 -0.0219 0.8195  0.210

Output
net charge: -1
multiplicity: 2
HOMO energy (alpha / beta): -0.0981 / -0.0922 hartree
energy above the lowest of the compared OMol25 structures with the same formula, charge and spin: 0.098 eV
maximum force: 1.56 eV/Å



C32H76N5NaO6 as an isolated structure in a non-equilibrium geometry. Source: OMol25; level of theory: ωB97M-V/def2-TZVPD.

Last column: Mulliken charge in e.
Element x y z (Å)
Na 2.1754 -4.1790 -0.1050  0.866
C 0.2899 -1.2048 0.1090  2.715
C -0.2258 -2.3129 0.9913  -0.859
O 0.7739 -3.0441 1.6378  -1.019
H -0.5081 -0.6966 -0.4496  -0.496
H 1.0048 -1.5377 -0.6452  -0.290
H 0.7643 -0.3939 0.6709  -1.195
H -0.9496 -2.9356 0.4271  0.181
H -0.8561 -1.8297 1.7631  0.317
C -2.9141 -6.6373 3.0526  -1.532
C -2.4876 -5.3346 2.4218  0.863
C -3.4192 -4.1839 2.6791  -0.433
O -4.6643 -4.5048 2.0385  -0.347
C -5.6712 -3.5750 2.3381  -0.776
N -1.1439 -4.9545 2.9136  -0.780
H -2.1552 -7.4101 2.9010  0.380
H -3.8756 -6.9959 2.6804  0.327
H -3.0422 -6.6266 4.1406  0.320
H -2.3530 -5.5073 1.3445  0.169
H -3.0493 -3.2591 2.2240  0.156
H -3.6266 -4.0420 3.7442  0.300
H -5.3329 -2.5387 2.2487  0.294
H -5.9915 -3.6971 3.3816  0.316
H -6.5462 -3.7689 1.7241  0.259
H -0.7989 -4.1270 2.4121  0.154
H -0.4954 -5.6497 2.5482  0.275
C 1.1588 -0.0591 4.7362  -1.829
C 2.2404 0.3937 3.7809  1.356
C 2.4682 1.9108 3.8554  -0.061
O 3.0751 2.1718 5.1148  -0.420
C 3.6400 3.4620 5.1650  -0.803
N 3.4297 -0.4368 4.0662  -0.701
H 0.2751 0.5729 4.5592  0.366
H 1.4148 -0.0314 5.7915  0.340
H 0.7765 -1.0429 4.4590  0.434
H 1.9985 0.0912 2.7560  -0.392
H 1.4933 2.3986 3.7467  0.544
H 3.1822 2.2299 3.0890  -0.387
H 4.2283 3.7592 4.2890  0.259
H 4.2529 3.5982 6.0521  0.292
H 2.8086 4.1802 5.2089  0.303
H 3.7800 -0.1894 4.9955  0.371
H 4.2021 -0.0667 3.5065  0.147
C 5.1158 0.4916 0.6695  -1.347
C 4.1922 -0.6957 0.3947  1.921
C 4.2480 -1.1416 -1.0632  -1.164
O 3.3100 -2.1947 -1.2371  -0.288
C 2.8846 -2.3618 -2.5865  -0.586
N 4.6002 -1.7923 1.3195  -0.496
H 4.9845 0.7854 1.7150  0.312
H 4.8481 1.3878 0.1037  -0.052
H 6.1825 0.2709 0.5939  0.531
H 3.1668 -0.3581 0.5592  -0.869
H 5.2481 -1.4931 -1.3621  0.357
H 4.0612 -0.3398 -1.7865  0.661
H 2.3809 -1.4635 -2.9494  0.069
H 2.1685 -3.1836 -2.6039  0.250
H 3.7568 -2.5937 -3.2025  0.375
H 5.5645 -1.5971 1.5542  0.341
H 4.5487 -2.6240 0.7417  0.264
C -2.4914 1.2875 -2.7131  -0.745
C -2.7090 -0.2193 -2.9401  2.355
C -3.0466 -0.8394 -1.5522  -0.852
C -4.5216 -0.8138 -1.2079  -0.726
C -5.3272 -1.3846 -2.3582  -1.361
C -5.1655 -0.6984 -3.7232  1.574
N -3.7139 -0.5640 -3.9408  0.296
O -3.4142 -0.0634 -5.2172  -0.461
C -5.8862 -1.4772 -4.8022  -1.966
C -5.8412 0.6894 -3.6198  -1.649
C -1.4155 -0.9051 -3.3986  -1.761
H -2.2711 1.7525 -3.6843  0.652
H -1.6742 1.5651 -2.0548  -0.958
H -3.4636 1.7041 -2.4423  0.151
H -2.5978 -1.8281 -1.4601  0.459
H -2.5630 -0.2071 -0.8019  -0.106
H -4.8559 0.1799 -0.9067  0.230
H -4.6298 -1.4615 -0.3331  0.318
H -6.3726 -1.3207 -2.0294  0.459
H -5.1588 -2.4535 -2.5216  0.282
H -5.6238 -1.0000 -5.7528  0.414
H -5.4857 -2.4872 -4.9136  0.417
H -6.9673 -1.4776 -4.7120  0.374
H -5.5372 1.3202 -2.7820  0.366
H -5.6573 1.2843 -4.5193  0.326
H -6.9106 0.5331 -3.4632  0.456
H -0.5516 -0.5574 -2.8163  0.201
H -1.1051 -0.5662 -4.3904  0.406
H -1.4895 -1.9843 -3.3004  0.501
H -3.7311 0.8557 -5.2511  0.357
C 2.3129 5.9017 -0.8880  -1.767
C 2.7887 4.5270 -0.3085  1.280
C 2.0558 4.2827 1.0169  -0.521
C 0.6730 3.6910 0.8254  -1.013
C 0.6576 2.4179 -0.0126  0.132
C 1.4503 2.5470 -1.3454  1.578
N 2.6214 3.4191 -1.2236  0.954
O 3.2845 3.5717 -2.4531  -0.577
C 1.9183 1.1513 -1.7822  -0.949
C 0.5105 3.1161 -2.4553  -1.164
C 4.2768 4.6745 0.0194  -1.924
H 1.2524 5.8104 -1.1379  0.387
H 2.8938 6.1634 -1.7669  0.317
H 2.3023 6.6345 -0.0823  0.462
H 2.6938 3.7223 1.6988  -0.326
H 1.9031 5.2668 1.4622  0.593
H -0.0179 4.4221 0.4053  0.346
H 0.2786 3.3881 1.8006  0.494
H -0.3616 2.2131 -0.3520  -0.373
H 0.8979 1.4824 0.4984  -0.247
H 2.0166 1.0523 -2.8613  0.741
H 2.8791 0.9480 -1.3011  -0.532
H 1.2449 0.3829 -1.3924  -0.655
H -0.5226 2.8291 -2.2583  0.340
H 0.4661 4.2034 -2.3334  0.310
H 0.9085 2.9311 -3.4475  0.411
H 4.4232 5.3470 0.8662  0.409
H 4.8890 5.0039 -0.8234  0.422
H 4.7199 3.7147 0.3121  0.247
H 4.1737 3.2298 -2.2961  0.357

Output
HOMO energy: -0.2589 hartree
maximum force: 2.49 eV/Å



A 2-piece molecular cluster, C5H6O2 overall in a non-equilibrium geometry. Source: OMol25; level of theory: ωB97M-V/def2-TZVPD.

Last column: natural (NBO) charge in e.
Element x y z (Å)
C 1.7233 0.6579 -0.2213  -0.329
C 0.6060 0.5621 0.2076  0.039
C -0.7933 0.8700 0.4592  -0.488
C -1.8027 0.0341 -0.3508  -0.597
H 2.6572 0.8913 -0.6552  0.250
H -1.0588 0.9347 1.5211  0.233
H -0.6666 1.8954 0.0862  0.245
H -1.7791 -1.0233 -0.0582  0.220
H -2.8266 0.3967 -0.1981  0.213
H -1.5733 0.0805 -1.4216  0.213
O 0.7670 -1.8842 0.6522  -0.533
C 1.8315 -1.7283 0.2066  1.060
O 2.9154 -1.6868 -0.2276  -0.524

Output
SMILES: C#CCC.O=C=O
HOMO energy: -0.3589 hartree
energy above the lowest of the compared OMol25 structures with the same formula, charge and spin: 1.707 eV
maximum force: 1.26 eV/Å



C2H8N2 in the gas phase. Source: OMol25; level of theory: ωB97M-V/def2-TZVPD.

Last column: natural (NBO) charge in e.
Element x y z (Å)
N 1.7193 0.5161 -0.4794  -0.831
C 0.2658 0.4111 -0.5199  -0.227
C -0.2365 -0.7181 0.3732  -0.220
N -1.5356 -0.4118 0.9973  -0.844
H 2.0141 1.1339 0.2672  0.356
H 2.0606 0.9393 -1.3367  0.356
H -0.2534 1.3431 -0.2373  0.158
H -0.0744 0.2426 -1.5246  0.187
H 0.5087 -0.9284 1.1442  0.184
H -0.3298 -1.6449 -0.2080  0.171
H -2.1237 -1.2301 0.9884  0.358
H -2.0151 0.3473 0.5357  0.352

Output
SMILES: NCCN
HOMO energy: -0.3331 hartree
energy above the lowest of the compared OMol25 structures with the same formula, charge and spin: 0.200 eV
maximum force: 0.77 eV/Å



C5H10N2 in the gas phase in a non-equilibrium geometry. Source: OMol25; level of theory: ωB97M-V/def2-TZVPD.

Last column: natural (NBO) charge in e.
Element x y z (Å)
C -1.8893 -0.1535 0.2804  -0.621
C -0.6669 -0.3840 -0.5874  -0.061
N -0.4415 0.7321 -1.4931  -0.589
C 0.8459 0.8513 -1.7529  -0.061
C 0.5136 -0.5626 0.4439  -0.111
C 1.9188 -0.1387 0.7852  -0.254
N 0.7729 0.3936 1.5297  -0.601
H -2.8191 -0.1012 -0.2924  0.218
H -1.7601 0.7782 0.8446  0.214
H -1.9498 -0.9694 1.0029  0.230
H -0.7577 -1.3003 -1.1903  0.211
H -0.9738 1.5765 -1.2878  0.379
H 1.2028 -0.1959 -1.8532  0.093
H 0.3371 -1.5610 0.8141  0.189
H 2.5013 -0.8612 1.3683  0.199
H 2.5330 0.5520 0.2088  0.220
H 0.6329 1.3440 1.1793  0.344

Output
HOMO energy: -0.3035 hartree
energy above the lowest of the compared OMol25 structures with the same formula, charge and spin: 4.463 eV
maximum force: 2.25 eV/Å



Which value of maximum force does entry 3 give?
2.49 eV/Å